Computed, not measured: a 2-piece molecular cluster, C3H4F2O overall at a distorted geometry, with wB97M-V/def2-TZVPD.

Last column: Mulliken charge in e.
CARTESIAN COORDINATES (ANGSTROEM)
C -1.65119 -0.44039 1.23456  -0.417
C -1.33381 -0.69004 0.01345  -0.381
C 1.23802 0.50241 -0.62801  0.421
O 2.28405 -0.31042 -0.95283  -0.408
F 1.48001 1.33987 0.37886  -0.187
F 0.67954 1.18457 -1.58922  -0.162
H -2.58694 -0.70408 1.66806  0.266
H -1.22099 0.06729 2.11457  0.225
H -1.84407 -0.99025 -0.78732  0.347
H 2.95540 0.04104 -1.45212  0.296

electronic energy	-10652.2050	eV
molecular weight	94.1	Da